C13H23Cl3F3IO4SSi | the ωB97M-V functional and the def2-TZVPD basis

Each atom is followed by the atoms it is bonded to, with distances in Å.
Geometry (Å):
1 C 3.1042 -0.2530 2.4092  C2 1.626, H23 1.146, H24 1.135, H25 1.147
2 C 2.3276 0.8027 1.4472  C1 1.626, I3 2.168, C4 1.604, H26 1.146
3 I 3.5892 1.1006 -0.2901  C2 2.168
4 C 0.7970 0.3642 1.2486  C2 1.604, C5 1.575, H27 1.150, H28 1.143
5 C 0.3433 -0.2590 -0.1253  C4 1.575, C6 1.629, C18 1.606, H29 1.150
6 C 1.1885 -1.6396 -0.3081  C5 1.629, C7 1.618, C13 1.603, H30 1.150
7 C 0.5496 -2.8861 0.5011  C6 1.618, O8 1.453, H31 1.151, H32 1.131
8 O 0.9736 -2.9252 1.8907  C7 1.453, C9 1.390
9 C 0.1846 -3.7755 2.6571  O8 1.390, F10 1.412, F11 1.388, F12 1.410
10 F -0.9912 -3.1338 3.1052  C9 1.412
11 F -0.0724 -5.0084 2.0726  C9 1.388
12 F 0.9148 -4.0401 3.8336  C9 1.410
13 C 1.5179 -2.0070 -1.8335  C6 1.603, O14 1.441, H33 1.146, H34 1.142
14 O 0.6640 -1.4000 -2.8232  C13 1.441, S15 1.710
15 S -0.8809 -2.0118 -2.4204  O14 1.710, O16 1.499, O17 1.650
16 O -1.5043 -2.3085 -3.7508  S15 1.499
17 O -1.6302 -0.7081 -1.7407  S15 1.650, C18 1.477
18 C -1.2363 -0.4560 -0.3399  C5 1.606, O17 1.477, Si19 1.962, H35 1.150
19 Si -2.3201 1.1459 -0.0113  C18 1.962, C20 1.941, C21 1.915, C22 1.899
20 C -2.7336 1.0549 1.8828  Si19 1.941, H36 1.133, H37 1.144, H38 1.147
21 C -3.9801 0.8843 -0.9294  Si19 1.915, H39 1.140, H40 1.134, H41 1.145
22 C -1.4037 2.7418 -0.4807  Si19 1.899, H42 1.137, H43 1.138, H44 1.147
23 H 3.6089 -1.0754 1.7918  C1 1.146
24 H 3.8826 0.3119 3.0112  C1 1.135
25 H 2.3793 -0.7066 3.1736  C1 1.147
26 H 2.3672 1.7828 2.0399  C2 1.146
27 H 0.6050 -0.4326 2.0552  C4 1.150
28 H 0.1929 1.2652 1.6090  C4 1.143
29 H 0.6779 0.3915 -1.0129  C5 1.150
30 H 2.2322 -1.5609 0.1679  C6 1.150
31 H 1.0360 -3.8055 0.0082  C7 1.151
32 H -0.5602 -3.0156 0.3293  C7 1.131
33 H 2.5966 -1.7010 -2.0684  C13 1.146
34 H 1.4899 -3.1394 -1.9820  C13 1.142
35 H -1.7111 -1.2162 0.3812  C18 1.150
36 H -3.6196 1.7027 2.1652  C20 1.133
37 H -1.8113 1.2493 2.5316  C20 1.144
38 H -3.0129 -0.0401 2.0798  C20 1.147
39 H -4.7762 1.5091 -0.4047  C21 1.140
40 H -3.8850 1.1508 -2.0279  C21 1.134
41 H -4.2545 -0.2223 -0.8284  C21 1.145
42 H -0.9062 2.6710 -1.5010  C22 1.137
43 H -0.6889 3.0821 0.3374  C22 1.138
44 H -2.1975 3.5657 -0.5664  C22 1.147
45 C 1.4433 4.6802 -3.4068  Cl46 1.768, Cl47 1.770, Cl48 1.771, H49 1.087
46 Cl 2.1615 4.4141 -5.0008  C45 1.768
47 Cl -0.2763 5.0689 -3.5593  C45 1.770
48 Cl 1.6806 3.2612 -2.3737  C45 1.771
49 H 1.9441 5.5267 -2.9436  C45 1.087

Values from the calculation:
charge	0
LUMO energy	0.23	eV
electronic energy	-94575.17583	eV

These are the natural (NBO) partial charges, in e, on atoms 1 to 4: C -0.642; C -0.316; I 0.094; C -0.458